[1]
# C4H6NdO

A molecular structure, C4H6NdO (ωB97M-V/def2-TZVPD, the OMol25 dataset).

## Properties
Frontier orbital gap (spin up / spin down) in eV: 5.68 / 5.89
E_tot in eV: -21558.657
Molecular weight in g/mol: 214.33
E_HOMO (spin up / spin down) in Eh: -0.4362 / -0.4380

ORCA input file:
```
! wB97M-V def2-TZVPD RIJCOSX def2/J DEFGRID3
* xyz 1 4
C -2.560 0.284 1.530
H 1.628 0.762 -2.054
H 3.397 0.215 -2.367
H 2.923 -2.007 -1.554
C 2.110 -1.262 -1.577
C 2.392 -0.019 -2.016
H -1.105 1.567 2.444
Nd -1.052 -1.156 0.008
C -2.163 1.301 2.318
H -2.860 1.914 2.906
H -3.650 0.120 1.545
O 0.939 -1.719 -1.182
*
```

=====

[2]
# C63H67N5O8SeSr

A molecular structure, C63H67N5O8SeSr (ωB97M-V/def2-TZVPD, the OMol25 dataset).

## Properties
Relative energy (zero: lowest compared OMol25 entry of this formula, charge and spin) in kcal per mole: 0.0
Frontier orbital gap in eV: 4.13
E_tot in eV: -156434.942
Molecular weight in g/mol: 1188.84
E_HOMO in Eh: -0.0449

ORCA input file:
```
! wB97M-V def2-TZVPD RIJCOSX def2/J DEFGRID3
* xyz -2 1
H 1.225 4.324 -3.200
C -2.901 5.531 0.170
C -4.093 -2.721 5.754
C -0.227 -4.214 -2.525
O -3.024 -4.313 7.266
C -1.277 0.969 4.043
C -5.047 2.281 2.619
H 6.618 -5.106 -1.396
O 1.265 1.300 -0.785
H 3.376 4.793 -1.106
H -2.348 -4.572 -2.191
H -4.512 6.321 3.070
H 4.999 -0.646 0.698
H 5.018 -4.996 1.195
H 0.756 -5.528 -3.966
H -2.298 5.641 3.975
C -0.085 -5.543 -3.268
C -4.743 -1.493 -0.784
C 3.255 -4.450 -0.884
H 4.048 -3.083 0.583
C 6.932 0.747 -0.807
C -5.163 2.536 1.282
H -1.404 -3.319 -4.122
C 4.342 -6.551 -1.806
N -4.968 0.858 6.357
H -4.895 6.252 0.646
Se 2.135 -0.910 1.083
C -3.834 -0.806 7.739
H 2.983 3.639 -4.648
H 7.308 2.415 0.532
H 5.264 -7.138 -1.798
O -0.877 0.731 -2.937
C 5.699 -4.511 -1.417
C -1.835 0.191 -3.400
Sr -0.512 0.195 -0.147
C 1.425 3.504 -2.500
H 8.524 -0.385 0.114
C 7.355 0.323 -2.220
C 3.217 -3.316 -0.074
H -2.387 -6.092 6.576
H 1.069 3.809 -1.517
H 7.010 1.043 -2.964
H -1.613 -3.384 -1.081
C -2.472 5.627 2.902
N -2.896 1.906 0.890
H -1.546 2.965 -2.564
C 3.216 0.274 0.013
C -0.475 -3.118 -3.573
H -4.416 -0.807 -4.064
O -2.004 0.100 -4.732
H 4.390 2.719 -4.084
C 2.547 1.243 -0.797
H 4.138 -6.260 -2.838
C -4.479 6.571 -3.144
C -1.454 -4.326 -1.606
H 3.308 5.328 -2.790
H -4.304 5.619 -5.066
H 2.824 1.917 -4.258
C -4.148 -0.882 -3.017
H -0.292 0.688 4.393
H 3.977 -6.392 0.919
O -0.462 1.278 1.847
H -0.542 4.871 2.470
H 0.056 -6.380 -2.579
H -5.146 7.356 -3.483
H -0.995 -5.730 -3.845
C 4.773 1.861 -1.534
C 3.403 2.080 -1.584
C 2.930 3.212 -2.520
H 6.920 -0.647 -2.470
C 7.616 2.078 -0.459
H 7.350 2.860 -1.172
H 2.120 -5.586 -2.283
C -3.499 -1.030 -0.393
H -3.744 -0.056 8.516
C -4.526 -1.420 5.542
H -6.027 -1.766 -2.481
C 2.129 -4.701 -1.664
C -4.013 5.605 -4.021
C -2.749 1.713 2.225
C -3.027 -1.144 1.049
H 4.724 4.446 -2.199
C 1.011 -3.871 -1.690
C -3.637 1.412 4.498
C -3.497 -3.059 6.966
C -3.713 6.012 2.402
C 5.414 0.902 -0.749
C -3.152 4.622 -3.559
H -4.425 7.280 -1.130
H -6.091 2.905 0.862
C -3.918 5.971 1.033
H -1.341 3.742 -0.975
H 8.445 0.246 -2.296
N -2.629 -0.500 -1.246
C 2.140 -2.453 -0.078
C -4.069 6.517 -1.814
H 5.704 -6.475 0.510
H -2.937 -2.379 8.906
H -5.427 -1.897 -0.052
C -3.811 1.835 3.137
O -1.874 -1.127 1.388
C 3.636 4.519 -2.130
H 7.167 -0.060 1.203
H -1.300 -5.113 -0.863
C 4.821 -5.827 0.516
O -4.032 -1.319 1.911
H -2.328 -4.787 5.368
H 5.854 -3.619 -0.808
C 3.311 2.849 -3.964
H -2.194 0.737 5.931
C -2.907 -5.218 6.190
C -1.632 5.090 0.625
H 0.850 2.634 -2.805
C -1.403 1.313 2.666
C -3.213 5.544 -1.301
H 8.706 1.966 -0.468
H -2.760 -0.452 -4.952
C -3.384 -2.098 7.960
H -0.539 -2.150 -3.079
N -1.926 3.531 -1.821
H 7.017 -1.295 -0.052
C -4.377 -0.436 6.514
O 0.024 -1.838 -0.938
C -5.067 -1.416 -2.127
H -4.227 -3.456 4.973
H -3.886 -5.527 5.811
H 5.397 2.492 -2.161
C 1.008 -2.678 -0.912
C -2.934 -0.425 -2.532
H -5.016 -1.156 4.610
H 0.348 -3.079 -4.291
C 4.505 -5.329 -0.901
C 4.591 0.115 0.045
H 3.527 -7.195 -1.466
C -2.356 0.994 4.894
H -3.631 -1.287 2.799
H 5.520 -4.181 -2.442
N -4.736 1.564 5.337
C 7.434 -0.312 0.175
C -2.728 4.566 -2.221
C -1.484 5.193 2.026
H -5.879 2.414 3.297
H -4.123 2.482 -0.630
H -2.769 3.871 -4.245
C -4.061 2.303 0.440
*
```